No. 1
DFT (wB97M-V/def2-TZVPD) results for a structure of composition C21H27N5O11P2Re.

Last column: natural (NBO) charge in e.
Geometry (Å):
Re1 -0.3617 -0.0114 0.2167  1.597
P1 2.9107 0.2852 0.9804  2.405
P2 2.1410 0.8400 -1.9716  2.428
O1 1.9714 -0.3412 -2.9918  -1.018
O2 1.4925 -0.2506 1.1270  -1.078
O3 -1.8378 -0.8154 -0.8605  -0.668
O4 0.9047 -2.2709 -1.4519  -0.588
O5 0.8495 1.0353 -1.1926  -1.117
O6 -0.5097 1.3151 1.7837  -0.754
O7 -1.7232 -0.7426 2.8327  -0.548
O8 3.2087 1.6437 1.4937  -1.127
O9 2.7722 2.0357 -2.5910  -1.123
O10 3.8513 -0.8502 1.6272  -1.001
O11 1.0698 2.6518 3.9241  -0.511
N1 0.2789 -1.9617 -0.3734  0.009
N2 -2.6128 1.2393 -1.3849  -0.362
N3 -1.0778 -1.2061 1.7089  -0.135
N4 -1.5824 1.5310 -0.4872  -0.284
N5 4.4867 1.3807 -0.8360  -0.727
C1 0.0463 4.6543 0.4154  -0.197
C2 4.1163 -1.0522 -1.2030  -0.636
C3 -2.6439 -0.0425 -1.5462  0.534
C4 0.1698 -4.3508 0.1872  -0.669
C5 -5.3926 -1.9274 -4.1759  -0.195
C6 -0.0419 2.5675 1.7033  0.266
C7 -5.1541 -0.5638 -4.2843  -0.218
C8 -1.2405 -3.4301 2.6942  -0.675
C9 -0.3812 3.3345 0.5636  -0.116
C10 0.8276 5.2214 1.3972  -0.228
C11 0.7093 3.1834 2.7249  0.330
C12 0.7765 1.3129 4.2881  -0.237
C13 -0.8302 -2.4676 1.6335  0.276
C14 -1.2951 2.7810 -0.3937  0.189
C15 -4.2591 0.0551 -3.4279  -0.175
C16 -3.5958 -0.6941 -2.4596  -0.050
C17 -4.7299 -2.6744 -3.2123  -0.218
C18 -3.8292 -2.0610 -2.3564  -0.183
C19 1.1434 4.4878 2.5326  -0.224
C20 -0.1098 -2.9062 0.4420  0.094
C21 3.4692 0.2545 -0.7600  -0.646
H1 5.4367 1.0324 -0.9280  0.413
H2 4.1720 1.9501 -1.6685  0.480
H3 -5.6640 0.0190 -5.0401  0.216
H4 -1.5228 0.2164 2.7749  0.512
H5 -0.5270 -4.2472 2.7697  0.233
H6 -0.2904 1.1740 4.4687  0.168
H7 -4.9128 -3.7377 -3.1285  0.214
H8 3.6632 -1.0080 2.5595  0.512
H9 0.5857 -4.4572 -0.8103  0.264
H10 1.7486 4.9216 3.3183  0.224
H11 -0.2374 5.2099 -0.4693  0.214
H12 -2.2138 -3.8587 2.4428  0.246
H13 1.4735 -1.0869 -2.5286  0.531
H14 -0.7430 -4.9448 0.2605  0.222
H15 -1.3346 -2.9270 3.6529  0.254
H16 1.1041 0.5999 3.5354  0.188
H17 0.8857 -4.7562 0.9063  0.221
H18 -3.2971 -2.6335 -1.6091  0.225
H19 1.1887 6.2357 1.2966  0.216
H20 4.4608 -0.9750 -2.2353  0.227
H21 1.3119 1.1496 5.2216  0.188
H22 -6.0924 -2.4092 -4.8465  0.214
H23 -4.0629 1.1161 -3.4992  0.232
H24 -1.8229 3.4474 -1.0670  0.214
H25 4.9461 -1.3187 -0.5476  0.219
H26 4.3803 1.9493 0.0236  0.471
H27 3.3770 -1.8517 -1.1691  0.264

Values from the calculation:
Energy relative to the best compared isomer or geometry (same formula, charge and spin), kcal/mol: 0.0
LUMO level (spin up / spin down), eV: -0.110 / -0.880
M, g/mol: 773.63
Expectation value of S²: 0.77
Highest occupied orbital energy (spin up / spin down), eV: -7.50 / -7.83
Spin multiplicity: 2
Kohn-Sham gap (spin up / spin down), eV: 7.39 / 6.95

No. 2
DFT (wB97M-V/def2-TZVPD) results for a structure of composition C21H28As2NO3STi in a non-equilibrium geometry.

Last column: natural (NBO) charge in e.
Geometry (Å):
As1 2.3786 -0.0394 -0.4547  0.995
As2 0.8017 -2.8363 0.2121  0.995
Ti1 -0.0887 -0.4178 0.3168  1.618
S1 -4.3589 -1.5139 0.9525  0.703
O1 -0.5655 1.2929 -0.3013  -0.618
O2 1.1896 3.3292 0.3150  -0.702
O3 -0.0442 0.7409 1.7563  -0.632
N1 -1.8845 -1.2505 0.4431  -0.644
C1 -2.5348 -1.1429 -0.8028  0.157
C2 -2.7608 -1.4528 1.4275  -0.118
C3 -1.9090 -0.9700 -2.0320  -0.278
C4 -4.7297 -1.1127 -1.8287  -0.154
C5 3.1443 -4.1261 -0.8152  -0.125
C6 -1.1214 4.0433 0.7102  -0.646
C7 0.4381 3.4009 2.6097  -0.633
C8 4.3715 -4.1719 -1.4617  -0.166
C9 4.3685 -1.7682 -1.6590  -0.188
C10 2.5348 -2.8980 -0.5951  -0.385
C11 3.3726 1.2947 -1.4218  -0.893
C12 0.9854 -3.6296 1.9718  -0.905
C13 3.1496 -1.7204 -0.9971  -0.351
C14 -3.9157 -1.2327 -0.7016  -0.248
C15 -4.1064 -0.8995 -3.0421  -0.158
C16 0.0538 3.1892 1.1604  0.169
C17 4.9738 -2.9972 -1.8920  -0.140
C18 -2.7080 -0.8326 -3.1480  -0.121
C19 -0.2579 1.7126 0.8873  0.817
C20 3.0913 0.1325 1.3612  -0.908
C21 -0.2353 -4.1363 -0.7611  -0.903
H1 -0.4298 3.3140 3.2658  0.244
H2 0.0144 -3.9682 2.3230  0.261
H3 5.9235 -3.0337 -2.4097  0.261
H4 2.9874 2.2819 -1.1869  0.277
H5 -2.4689 -1.5613 2.4625  0.272
H6 1.6485 -4.4812 1.8457  0.277
H7 3.0687 1.1820 1.6524  0.265
H8 3.3125 1.0993 -2.4872  0.271
H9 4.1161 -0.2279 1.3306  0.277
H10 -0.8059 5.0883 0.7467  0.267
H11 1.0556 4.0811 -0.2782  0.513
H12 -1.9712 3.9365 1.3837  0.253
H13 -1.4320 3.8025 -0.3064  0.238
H14 1.4203 -2.9378 2.6867  0.257
H15 0.8415 4.4077 2.7030  0.270
H16 -5.8074 -1.1904 -1.7581  0.271
H17 -0.8266 -0.9894 -2.1474  0.214
H18 0.2150 -5.1043 -0.5608  0.272
H19 2.5329 -0.4504 2.0893  0.236
H20 4.3914 1.1937 -1.0592  0.268
H21 4.8513 -5.1257 -1.6381  0.261
H22 -2.2553 -0.6952 -4.1211  0.259
H23 -4.7079 -0.7999 -3.9368  0.269
H24 4.8619 -0.8690 -1.9979  0.237
H25 -1.2657 -4.1371 -0.4156  0.255
H26 2.6735 -5.0499 -0.5035  0.223
H27 1.2011 2.6963 2.9392  0.229
H28 -0.1941 -3.9210 -1.8243  0.266

Values from the calculation:
Energy relative to the best compared isomer or geometry (same formula, charge and spin), kcal/mol: 19.4
LUMO level, eV: -11.491
M, g/mol: 572.24
Total charge: +3
Highest occupied orbital energy, eV: -17.94
Kohn-Sham gap, eV: 6.45

No. 3
DFT (wB97M-V/def2-TZVPD) results for a cluster of 2 separate species, C21H28BBrF3N2O11S3 in total in a non-equilibrium geometry.

Last column: natural (NBO) charge in e.
Geometry (Å):
Br1 -1.2112 2.2570 -0.9066  0.030
S1 2.6565 -2.0727 -0.0315  2.048
S2 -3.1826 1.5378 1.8986  1.960
S3 -3.5255 -2.1755 1.0680  2.306
F1 4.0199 -0.5900 1.7361  -0.315
F2 4.8713 -2.4896 1.2923  -0.277
F3 5.0572 -0.9506 -0.1912  -0.275
O1 -3.0410 -1.0978 0.2341  -0.947
O2 -3.5945 2.9189 1.8953  -0.935
O3 2.7531 2.1376 -2.0032  -0.893
O4 -2.5087 -2.5379 2.3107  -0.699
O5 -2.1645 -1.0166 3.9219  -0.434
O6 1.3387 0.2440 -2.1663  -0.908
O7 2.6694 -1.9892 -1.4563  -0.859
O8 -4.0561 0.7431 2.7260  -0.937
O9 2.4863 0.8401 -0.0261  -0.503
O10 2.5835 -3.4374 0.3638  -0.844
O11 -3.6089 -3.3692 0.2900  -0.904
N1 0.1493 -3.0142 1.5461  -0.656
N2 1.4552 0.2948 0.6791  0.025
C1 0.2989 -1.6183 1.4355  0.311
C2 0.6324 0.9877 -7.8689  -0.201
C3 1.3576 -1.0574 0.7605  -0.106
C4 -0.5145 0.6125 1.9851  0.024
C5 0.1982 -0.3130 -5.8939  -0.213
C6 0.5913 1.1200 1.2689  0.295
C7 1.6823 -2.8595 3.5803  -0.429
C8 0.7567 2.6645 1.2195  -0.484
C9 0.2018 4.6564 -0.3428  -0.622
C10 -0.6801 -0.7783 2.0713  -0.069
C11 -0.3497 3.4103 0.4069  -0.244
C12 -1.8391 -1.4152 2.8419  0.771
C13 -0.2321 0.8312 -5.2327  -0.240
C14 0.2068 2.1323 -7.2086  -0.206
C15 -1.5257 1.5199 2.6818  -0.713
C16 1.2912 -1.8312 4.6889  -0.621
C17 4.2656 -1.4522 0.7325  0.770
C18 0.6251 -0.2356 -7.2127  -0.209
C19 0.4616 -3.5427 2.8905  -0.223
C20 -0.2297 2.0540 -5.8933  -0.221
C21 -5.2095 -1.8744 1.6899  -0.834
B1 2.1751 1.0378 -1.4224  1.285
H1 0.8867 5.2371 0.2941  0.233
H2 -0.3862 -3.4772 3.5981  0.178
H3 0.2135 3.0862 -7.7208  0.220
H4 -5.1590 -1.9938 2.7814  0.267
H5 1.2831 -0.7862 4.3450  0.188
H6 0.2807 -2.0741 5.0554  0.211
H7 0.2003 -1.2671 -5.3798  0.213
H8 -3.1056 1.1356 0.5971  0.090
H9 2.4081 -2.4582 2.8590  0.199
H10 -1.5926 1.2281 3.7405  0.314
H11 -5.8937 -2.6249 1.2819  0.282
H12 -1.1493 3.7906 1.0586  0.242
H13 0.7135 -4.6084 2.7957  0.235
H14 -0.7499 -3.3257 1.1970  0.410
H15 0.8275 3.0293 2.2570  0.263
H16 -0.5688 2.9470 -5.3817  0.209
H17 2.2148 -3.6699 4.1025  0.238
H18 1.9687 -1.9652 5.5434  0.237
H19 0.9699 1.0487 -8.8956  0.222
H20 -1.2149 2.5710 2.6956  0.271
H21 0.9536 -1.1287 -7.7288  0.221
H22 -0.6668 5.2862 -0.5754  0.243
H23 1.7331 2.9022 0.7672  0.267
H24 0.6732 4.3301 -1.2778  0.214
H25 2.0891 2.5530 -2.5719  0.517
H26 1.8201 0.0491 -2.9868  0.532
H27 -0.5594 0.7667 -4.2051  0.207
H28 -5.5010 -0.8629 1.3953  0.276

Values from the calculation:
LUMO level, eV: -5.427
M, g/mol: 728.37
Total charge: +1
Highest occupied orbital energy, eV: -11.40
Kohn-Sham gap, eV: 5.98

No. 4
DFT (wB97M-V/def2-TZVPD) results for a structure of composition C21H28Cl3FGeMnN3O4S.

Last column: natural (NBO) charge in e.
Geometry (Å):
Ge1 -1.2324 -2.7430 -0.8194  0.891
Mn1 1.2748 -0.7729 -0.1805  1.576
Cl1 -0.7409 -4.2092 0.7953  -0.537
Cl2 -1.6609 -4.1158 -2.4505  -0.458
Cl3 1.4705 -2.4618 -1.5614  -0.403
S1 0.7397 0.6046 -2.8304  1.243
F1 -3.9024 -2.0539 3.7077  -0.313
O1 0.2194 0.3326 -1.3668  -0.985
O2 4.2646 -1.1259 2.3638  -0.525
O3 2.8291 -1.0305 0.6791  -0.725
O4 0.2866 -0.7669 1.5069  -0.761
N1 1.4180 -2.7474 4.8947  -0.327
N2 -4.3566 -3.6339 8.3883  -0.495
N3 -3.2450 -3.4873 6.0339  -0.469
C1 -2.2681 -2.9246 5.2025  0.234
C2 2.3288 -2.3197 4.0177  0.203
C3 -3.2527 -4.6560 8.1588  -0.220
C4 -1.2565 2.5666 -3.2670  -0.632
C5 1.8462 -3.4876 6.0763  -0.087
C6 2.9593 1.7250 -1.7520  -0.630
C7 -1.6710 -1.6630 3.2163  -0.177
C8 0.0607 -2.5572 4.6327  0.287
C9 -3.0388 -4.7848 6.6548  -0.245
C10 1.6646 -2.8586 7.4244  -0.423
C11 -4.6555 -3.0929 5.9964  -0.229
C12 -5.3486 -3.6248 7.2524  -0.235
C13 -0.7301 1.1967 -3.6615  -0.579
C14 3.0363 -3.0000 6.8365  -0.404
C15 -0.3094 -1.8460 3.4905  -0.185
C16 2.0202 -1.6728 2.8461  -0.357
C17 1.7815 2.0408 -2.6625  -0.596
C18 -2.6062 -2.1884 4.0418  0.341
C19 -0.9214 -3.0813 5.4842  -0.328
C20 0.6818 -1.3950 2.5535  0.595
C21 3.1459 -1.2666 1.9665  0.789
H1 -0.4902 1.1093 -4.7237  0.258
H2 -0.6128 -3.6031 6.3784  0.232
H3 -2.0407 -5.1647 6.4620  0.254
H4 1.1765 2.8668 -2.2958  0.249
H5 -1.4358 2.6395 -2.1939  0.230
H6 3.5268 0.8536 -2.0802  0.238
H7 -4.8266 -3.8179 9.2748  0.449
H8 -2.3740 -4.2760 8.6752  0.230
H9 3.7068 -3.7486 7.2324  0.251
H10 1.3809 -3.5059 8.2434  0.231
H11 -5.1964 -3.4813 5.1319  0.235
H12 -6.1892 -2.9986 7.5388  0.254
H13 -2.2103 2.7186 -3.7718  0.252
H14 3.3652 -2.5130 4.2607  0.263
H15 1.7070 -4.5566 5.9800  0.235
H16 -4.7266 -2.0082 5.9730  0.231
H17 -0.5934 3.3718 -3.5782  0.224
H18 -1.4410 0.4015 -3.4262  0.262
H19 -5.6988 -4.6488 7.1511  0.231
H20 -3.7316 -5.5181 6.2310  0.215
H21 3.5187 -2.0912 6.5014  0.239
H22 -3.9374 -2.7066 8.4646  0.438
H23 -1.9786 -1.1466 2.3171  0.267
H24 1.2454 -1.8610 7.4543  0.233
H25 -3.5680 -5.5890 8.6213  0.241
H26 2.6429 1.5912 -0.7174  0.202
H27 3.6387 2.5771 -1.7423  0.263
H28 2.1120 2.2555 -3.6825  0.259

Values from the calculation:
LUMO level (spin up / spin down), eV: -6.613 / -5.588
M, g/mol: 671.44
Expectation value of S²: 6.06
Total charge: +2
Highest occupied orbital energy (spin up / spin down), eV: -13.30 / -13.29
Spin multiplicity: 5
Kohn-Sham gap (spin up / spin down), eV: 6.68 / 7.70